Entry 1:
C29H32N10O4S2Tb as an isolated structure. Source: OMol25; level of theory: ωB97M-V/def2-TZVPD.

The spin multiplicity is 7. The value obtained for the molar mass is 807.700 g mol⁻¹. Its expectation value of S² is 12.0457. For the orbital gap (alpha / beta), the calculation gives 7.49 / 7.53 eV. The value obtained for the HOMO energy (alpha / beta) is -5.4 / -5.4 eV. The charge is -1.

The geometry in XYZ format:
```
78
C29H32N10O4S2Tb | OMol25 | ωB97M-V/def2-TZVPD
Tb -0.12256 -1.04290 -0.06417
O 2.90243 -0.61614 3.11549
C 2.13290 -1.10822 2.28257
N 2.03304 -0.94384 0.92829
C 3.08469 -0.35972 0.30545
O 4.02850 0.19405 0.81554
C 2.97742 -0.44301 -1.21354
C 4.12510 -0.57009 -1.87683
C 4.34299 -0.63748 -3.36030
C 3.43307 -0.62908 -4.36810
C 1.93929 -0.62595 -4.24226
N 1.72498 -0.46957 -1.70395
C 1.14227 -2.12937 2.75368
C 1.24604 -2.64930 4.02297
C 0.27994 -3.61052 4.47907
C -0.66419 -4.01270 3.52030
C -0.68696 -3.42725 2.23323
N 0.25979 -2.56965 1.85774
H 5.02133 -0.65969 -1.20801
H 5.35678 -0.55395 -3.62999
H 3.77307 -0.75322 -5.37476
H 1.67622 -1.45147 -4.93729
H 2.08618 -2.31445 4.67189
H 0.34197 -4.11797 5.44608
H -1.51720 -4.66267 3.81501
H -1.48592 -3.80611 1.52263
N -0.68124 2.23183 -2.70113
C 0.30282 2.79925 -3.65854
C 1.50368 1.86964 -3.86835
C 1.10585 0.57865 -4.59560
N 1.51090 -1.17156 -2.88229
H -1.03035 1.24573 -2.88188
H -1.54204 2.77253 -2.60030
H 0.59166 3.75306 -3.22114
H -0.18260 3.00032 -4.61939
H 2.02125 1.67685 -2.94515
H 2.18151 2.42330 -4.46840
H 1.24693 0.70932 -5.69702
H 0.10194 0.23512 -4.45433
H 1.93409 -2.12175 -2.84141
H 0.52964 -1.42498 -2.94248
S -1.60678 -1.16594 -2.66444
C -1.53645 -2.90366 -2.53610
S -0.45731 -3.61203 -1.37114
C -2.38179 -3.65764 -3.28979
C -3.40421 -3.27546 -4.25467
N -4.28703 -3.14852 -4.99094
C -2.40426 -5.10468 -3.17274
N -2.53158 -6.25850 -3.21576
C -1.51401 0.95061 5.33213
C -0.86906 0.86895 3.97125
N 0.41272 0.95383 3.80572
O 1.16446 1.16716 4.93841
C -1.62886 0.57167 2.78442
C -3.11511 0.55138 2.88078
N -1.16208 0.05858 1.71419
O -2.03315 -0.32706 0.76538
H -0.79713 0.59069 6.03544
H -2.44564 0.43699 5.43073
H -1.64741 1.99575 5.61988
H 2.08179 1.21306 4.58021
H -3.52397 1.17012 3.69286
H -3.50303 -0.55134 2.93937
H -3.54183 0.78217 1.91849
N 0.19537 1.71036 0.00329
C -0.64228 2.64200 0.59304
C -0.29690 3.55047 1.59631
C -1.29232 4.24847 2.26017
C -2.62117 4.14178 1.84326
C -2.96551 3.32243 0.80657
C -1.95754 2.65039 0.11993
H 1.17127 1.75530 0.30400
H 0.15303 1.65841 -1.04744
H 0.73436 3.64413 1.97493
H -1.05210 4.96246 3.02695
H -3.48314 4.61768 2.37265
H -3.95048 3.14067 0.49026
H -2.28607 2.04238 -0.67089
```


Entry 2:
C29H33BN9O3P2S2Tl as an isolated structure. Source: OMol25; level of theory: ωB97M-V/def2-TZVPD.

The value obtained for the molar mass is 896.920 g mol⁻¹. For the orbital gap, the calculation gives 7.29 eV. The value obtained for the HOMO energy is -3.3 eV. The charge is -2.

The geometry in XYZ format:
```
80
C29H33BN9O3P2S2Tl | OMol25 | ωB97M-V/def2-TZVPD
Tl -0.52721 -0.53367 -0.26076
C 3.69619 0.85490 3.58953
P 2.35484 0.27892 2.43428
C 2.91108 -1.47272 2.25542
C 1.01620 0.05461 3.68164
C 1.18181 -0.76303 4.79744
C 0.16777 -0.92990 5.72161
C -1.03539 -0.26512 5.54827
C -1.21887 0.55981 4.45467
C -0.21440 0.72811 3.50276
P -0.47416 1.80298 2.02406
C -0.33025 3.44516 2.88711
C -2.31650 1.73494 1.87878
H 3.81514 0.18796 4.44585
H 3.45492 1.85634 3.94915
H 4.63446 0.90018 3.03289
H 3.29506 -1.89032 3.18892
H 3.68421 -1.50339 1.48696
H 2.06402 -2.06690 1.90838
H 2.11029 -1.30466 4.94158
H 0.29817 -1.60282 6.55783
H -1.83782 -0.40572 6.26284
H -2.16799 1.06747 4.32870
H -0.91096 3.46114 3.81152
H -0.69631 4.21840 2.20878
H 0.71575 3.65542 3.11658
H -2.84100 2.24847 2.68742
H -2.61369 0.68356 1.84664
H -2.58022 2.18161 0.92089
B -4.08515 1.57135 -2.02048
N -2.69214 2.18395 -2.32247
C -2.44362 3.00013 -3.36085
C -1.15846 3.49310 -3.23940
C -0.68641 2.90721 -2.06178
N -1.62162 2.12761 -1.51987
N -4.09593 0.37429 -1.01600
C -5.21841 0.01846 -0.36856
C -5.00324 -1.18063 0.28269
C -3.68016 -1.49666 -0.03017
N -3.14141 -0.55597 -0.80679
H -4.78347 2.44476 -1.53760
H -4.55895 1.17903 -3.06783
H -3.18457 3.17302 -4.12464
H -0.64261 4.16535 -3.90373
H 0.28276 2.99162 -1.59480
H -6.10916 0.62199 -0.43088
H -5.69055 -1.72615 0.90684
H -3.09753 -2.35776 0.25182
O 4.81204 0.74840 -6.07572
S 4.80635 -0.26008 -5.04104
O 5.00917 -1.61643 -5.50037
N 3.50330 -0.14772 -4.07271
C 3.83487 0.19459 -2.83758
S 2.78005 0.40594 -1.55589
C 5.30511 0.38688 -2.63282
C 5.96648 0.74107 -1.46698
C 7.34863 0.86142 -1.50186
C 8.05860 0.63386 -2.67792
C 7.39497 0.27627 -3.84538
C 6.02296 0.15732 -3.79347
H 5.39008 0.91964 -0.56869
H 7.88636 1.14119 -0.60378
H 9.13696 0.73688 -2.68277
H 7.93393 0.09740 -4.76745
C 1.36139 -2.72818 -3.04151
C -0.11535 -2.96210 -2.91782
N -0.71991 -3.42258 -4.05658
O -0.75851 -2.80214 -1.89397
H 1.82954 -3.45609 -3.70381
H 1.82190 -2.76011 -2.05769
H 1.54514 -1.73427 -3.45315
H -0.23644 -3.33538 -4.93279
H -1.72627 -3.41992 -4.06692
N -1.18039 -2.03415 1.95091
C -1.33138 -3.03444 2.51951
C -1.56364 -4.24907 3.17165
C -0.94130 -4.55301 4.39507
N -0.43938 -4.84063 5.39826
C -2.41990 -5.21414 2.60833
N -3.11930 -6.02859 2.17638
```


Entry 3:
C29H33BiN9O2S as an isolated structure. Source: OMol25; level of theory: ωB97M-V/def2-TZVPD.

The value obtained for the molar mass is 780.691 g mol⁻¹. For the orbital gap, the calculation gives 7.48 eV. The value obtained for the HOMO energy is -10.0 eV. The charge is +1.

The geometry in XYZ format:
```
75
C29H33BiN9O2S | OMol25 | ωB97M-V/def2-TZVPD
Bi -2.88478 -12.16229 13.43947
O -1.05257 -12.59630 15.92014
C -0.91822 -13.62438 15.21110
N -1.23650 -13.60544 13.91959
C -0.90827 -14.59118 12.95458
C 0.21589 -15.39218 13.02910
C 0.47084 -16.35746 12.04709
C -0.41376 -16.45104 10.98535
C -1.52507 -15.60388 10.85778
C -1.77418 -14.69213 11.87355
N -2.89077 -13.77568 11.87507
C -3.95268 -13.98253 11.03585
O -4.02516 -14.78461 10.12734
C -5.17957 -13.11551 11.29820
C -6.27176 -13.28746 10.47470
C -7.41235 -12.55002 10.69587
C -7.40052 -11.69014 11.78812
C -6.28315 -11.59709 12.57494
N -5.16820 -12.27241 12.32342
C -0.64285 -14.92136 15.94853
C 0.21120 -14.94557 17.04634
C 0.36650 -16.12223 17.77146
C -0.38873 -17.21428 17.42185
C -1.20523 -17.14799 16.28790
N -1.29257 -16.02871 15.56087
H 0.84491 -15.31717 13.88964
H 1.38488 -16.95122 12.10592
H -0.30306 -17.17636 10.19028
H -2.10261 -15.68428 9.97787
H -6.16333 -13.99363 9.65001
H -8.27832 -12.67757 10.07754
H -8.25837 -11.13896 12.07110
H -6.28096 -10.98495 13.44536
H 0.79069 -14.05996 17.26834
H 1.02359 -16.22116 18.62088
H -0.31658 -18.12834 17.99562
H -1.86280 -17.97857 16.00959
C -6.18306 -7.09916 16.37101
N -5.71885 -6.95321 15.00938
C -5.74468 -5.64618 14.33182
C -5.35667 -6.05867 12.91326
N -4.62446 -7.29272 13.20825
C -5.02834 -7.86816 14.38659
S -4.62481 -9.41324 14.88319
H -5.51684 -6.62989 17.08125
H -6.27379 -8.18704 16.56128
H -7.16402 -6.67860 16.45128
H -5.02442 -4.96331 14.76375
H -6.74025 -5.18908 14.39954
H -4.73038 -5.32758 12.37278
H -6.24181 -6.17645 12.25927
H -4.38079 -7.88528 12.44921
C -4.69313 -11.55383 18.85222
C -3.48975 -11.08559 18.09487
N -3.47491 -11.68823 16.73395
C -4.20521 -12.75960 16.34119
N -4.04656 -13.16891 15.07981
C -4.64864 -14.48004 14.73072
C -5.98673 -14.65334 15.44259
C -5.71587 -14.57258 16.90988
N -5.07268 -13.32700 17.22716
C -4.86339 -13.04859 18.64706
H -5.59397 -11.01963 18.53419
H -4.46996 -11.35169 19.90460
H -2.59348 -11.41512 18.59715
H -3.42708 -10.02703 18.00758
H -2.55635 -11.55395 16.28548
H -3.90444 -15.23741 14.91300
H -4.80951 -14.50061 13.65789
H -6.46850 -15.61907 15.22154
H -6.60811 -13.81493 15.08673
H -5.10682 -15.44923 17.25366
H -6.67277 -14.58759 17.43909
H -3.98292 -13.61620 18.98745
H -5.77477 -13.38167 19.13112
```


Entry 4:
C29H33ClO3PS6Se4Zr as an isolated structure. Source: OMol25; level of theory: ωB97M-V/def2-TZVPD.

The value obtained for the molar mass is 1095.473 g mol⁻¹. For the orbital gap, the calculation gives 5.64 eV. The value obtained for the HOMO energy is -3.9 eV. The charge is -1.

The geometry in XYZ format:
```
78
C29H33ClO3PS6Se4Zr | OMol25 | ωB97M-V/def2-TZVPD
Zr 0.86204 -0.56840 1.94089
O -0.69909 0.87614 1.01105
S -0.25524 2.23812 0.52387
C 0.07328 2.00076 -1.25065
C -0.85781 0.99260 -1.91656
C -0.19494 0.21249 -3.06293
C 1.05048 -0.58956 -2.68281
S 0.90734 -1.88678 -1.42513
O 0.45357 -1.16151 -0.17943
C -0.59852 -2.64287 -2.02191
C -0.52366 -3.49436 -3.11432
C -1.68509 -4.07952 -3.59363
C -2.89962 -3.82669 -2.96686
C -2.95397 -2.99283 -1.85913
C -1.79727 -2.39483 -1.37936
C -1.80894 3.12353 0.42551
C -3.00168 2.42081 0.45740
C -4.19529 3.12423 0.37359
C -4.18627 4.50766 0.26765
C -2.98035 5.20108 0.25918
C -1.78424 4.50728 0.34602
H 1.11200 1.66734 -1.23845
H 0.04931 2.99284 -1.70457
H -1.74442 1.50181 -2.29969
H -1.19724 0.29305 -1.15652
H 0.10721 0.90377 -3.85662
H -0.93065 -0.45924 -3.51073
H 1.86312 0.02638 -2.29101
H 1.45303 -1.12243 -3.54971
H 0.43277 -3.70675 -3.57926
H -1.64084 -4.74459 -4.44611
H -3.80333 -4.29389 -3.33613
H -3.89757 -2.80847 -1.36103
H -1.80727 -1.74948 -0.51075
H -2.98965 1.34397 0.57923
H -5.13150 2.58098 0.40873
H -5.12106 5.05089 0.21174
H -2.97329 6.28183 0.20383
H -0.83930 5.03778 0.37190
O 4.96238 5.26656 3.19800
C 4.25081 4.31741 2.98116
S 2.85637 3.88176 3.98150
C 2.32793 2.49826 3.04405
C 3.07222 2.18896 1.95349
S 2.77548 0.86462 0.86344
S 4.46686 3.20322 1.62386
S 0.85907 1.70629 3.54441
Se 1.81136 -3.11057 1.42960
Se 3.14831 -4.08144 3.10504
Se 4.08805 -2.11132 3.93463
Se 2.17333 -0.92468 4.31273
Cl -1.97214 0.52535 4.76192
C -3.01821 0.05538 3.46356
C -4.27859 0.62108 3.39075
C -5.15603 0.23608 2.38546
C -4.74309 -0.72686 1.47686
C -3.47698 -1.28235 1.57189
C -2.54511 -0.90913 2.55612
C -1.21132 -1.52274 2.61739
H -4.56647 1.35729 4.12939
H -6.14589 0.67089 2.32842
H -5.41815 -1.06579 0.69862
H -3.20182 -2.08140 0.89319
H -0.93294 -1.82372 3.63462
H -1.21524 -2.43892 2.01758
C 4.52438 -2.75925 -2.38333
P 4.14158 -1.32826 -1.28448
C 5.15417 -0.02630 -2.10882
C 5.23576 -1.72413 0.12990
H 5.60252 -2.89134 -2.50836
H 4.07095 -2.63312 -3.36881
H 4.09985 -3.65665 -1.92861
H 6.17082 -0.37692 -2.30682
H 5.19162 0.84327 -1.44938
H 4.70005 0.29043 -3.04958
H 6.25386 -1.90630 -0.22538
H 4.85039 -2.60458 0.64881
H 5.22780 -0.90425 0.84988
```


Entry 5:
C29H33FHfN10O3S2 as an isolated structure. Source: OMol25; level of theory: ωB97M-V/def2-TZVPD.

The value obtained for the molar mass is 831.272 g mol⁻¹. For the orbital gap, the calculation gives 7.56 eV. The value obtained for the HOMO energy is -17.8 eV. The charge is +4.

The geometry in XYZ format:
```
79
C29H33FHfN10O3S2 | OMol25 | ωB97M-V/def2-TZVPD
Hf -2.02511 -2.03306 0.85119
C 2.56230 -5.34784 1.02026
C 2.14023 -4.13786 1.75599
N 2.85923 -3.45961 2.57951
N 2.06400 -2.46012 3.04300
C 0.84295 -2.47675 2.52178
S -0.44825 -1.42822 2.82296
N 0.87078 -3.54859 1.68609
N -0.25132 -3.96793 0.95782
H 3.63258 -5.47812 1.16020
H 2.35567 -5.27715 -0.04929
H 2.06593 -6.23743 1.41456
H 2.40387 -1.84124 3.76395
H 0.08775 -4.37175 0.08737
H -0.70193 -4.72539 1.47306
C -5.53409 -2.59322 4.47286
N -5.60862 -2.56039 3.01513
C -6.73365 -2.17264 2.31199
C -6.47318 -2.31147 1.00239
N -5.17122 -2.80591 0.89279
C -4.65677 -2.93500 2.16009
S -3.10568 -3.51970 2.59267
C -4.60210 -3.24990 -0.32223
C -5.43356 -3.59715 -1.37595
C -4.87414 -3.91779 -2.60026
C -3.49004 -3.92378 -2.73237
C -2.73289 -3.63246 -1.62578
N -3.26174 -3.29778 -0.42788
H -5.77105 -1.61061 4.87533
H -4.53881 -2.89008 4.78560
H -6.25860 -3.31138 4.85371
H -7.62508 -1.81917 2.80297
H -7.08878 -2.07337 0.15398
H -6.50464 -3.63204 -1.24184
H -5.51103 -4.16428 -3.43946
H -3.01726 -4.16004 -3.67493
H -1.64916 -3.65408 -1.67398
F 4.28984 0.17762 -1.04199
C 3.18200 0.90674 -0.85628
C 2.02496 0.22212 -0.66595
C 0.79644 0.88999 -0.49969
C -0.40923 0.19123 -0.23834
O -0.46873 -1.12083 -0.12794
C -1.56641 0.99600 -0.06534
C -1.52862 2.35098 -0.24840
N -0.39559 2.99327 -0.54020
C -0.45569 4.43985 -0.73279
C -1.49447 5.00474 -1.65455
C -0.05269 5.03704 -2.04891
C 0.80291 2.30403 -0.60477
C 2.01088 2.98345 -0.77030
C 3.24649 2.33785 -0.85561
N 4.41889 3.04705 -0.95659
C 4.54754 4.40302 -0.43195
C 5.24711 5.32322 -1.43496
N 6.38316 4.59997 -2.11287
C 6.84508 3.43120 -1.30555
C 5.72496 2.39924 -1.19810
C -2.69077 0.08303 0.27762
O -3.08757 -0.71592 -0.59888
O -2.83683 -0.29171 1.50188
H 2.05570 -0.85856 -0.64944
H -2.42467 2.95269 -0.18210
H -0.23003 4.98582 0.17521
H -1.97963 5.92244 -1.35469
H -2.13918 4.31901 -2.18938
H 0.46062 5.98866 -2.02900
H 0.26459 4.37660 -2.84560
H 1.96962 4.05712 -0.86275
H 5.10442 4.37177 0.50979
H 3.58128 4.83493 -0.19782
H 5.64118 6.18962 -0.90690
H 4.56038 5.67139 -2.20292
H 7.15911 5.24420 -2.27904
H 6.08446 4.26749 -3.03112
H 7.16895 3.79861 -0.33436
H 7.70558 2.97121 -1.78734
H 5.99619 1.71426 -0.39406
H 5.67117 1.82287 -2.12130
```


Entry 6:
C29H33N3O2 as an isolated structure. Source: OMol25; level of theory: ωB97M-V/def2-TZVPD.

The value obtained for the molar mass is 455.602 g mol⁻¹. For the orbital gap, the calculation gives 6.71 eV. The value obtained for the HOMO energy is -7.2 eV. The charge is 0.

The geometry in XYZ format:
```
67
C29H33N3O2 | OMol25 | ωB97M-V/def2-TZVPD
C 2.86304 -2.66466 -2.99988
C 1.90708 -1.58161 -2.56582
N 0.62680 -2.01246 -2.27042
C -0.30896 -1.96154 -3.29061
C -1.04867 -3.24542 -3.58346
O -0.58863 -0.92902 -3.92350
O 2.31314 -0.42933 -2.44151
H 2.38032 -3.64145 -3.11171
H 3.27169 -2.32817 -3.95853
H 3.65548 -2.76022 -2.24807
H -0.34979 -4.08239 -3.47768
H -1.89348 -3.40030 -2.89216
H -1.43662 -3.18458 -4.60818
C 1.83584 6.36487 2.77107
N 2.47494 5.08017 2.96015
C 3.74913 5.07951 3.66138
C 1.89430 3.92988 2.52772
C 2.53657 2.66989 2.67335
C 2.02148 1.54512 2.04647
C 0.81686 1.60140 1.30738
C 0.31868 0.42364 0.58944
C 1.15880 -0.59555 0.15960
C 0.69293 -1.85813 -0.34720
C 1.40675 -3.12369 0.04534
C 0.77783 -4.35248 -0.21728
C 1.49034 -5.54354 -0.09506
C 2.81473 -5.51805 0.36941
C 3.38011 -4.31101 0.80011
C 2.65213 -3.12042 0.69041
C -1.11475 0.40103 0.24574
C -1.49706 0.09104 -1.06413
C -2.82354 0.03470 -1.43841
C -3.83233 0.33471 -0.49610
N -5.14395 0.32792 -0.86192
C -6.21997 0.54170 0.09267
C -5.55255 0.13493 -2.23921
C -3.45503 0.68388 0.83248
C -2.11911 0.74088 1.17762
C 0.12693 2.84299 1.26784
C 0.64216 3.98386 1.85899
H 0.83249 6.36048 3.19865
H 2.43620 7.11904 3.27011
H 1.75470 6.61072 1.70972
H 4.50092 4.46792 3.12949
H 4.10531 6.11454 3.71836
H 3.65826 4.68383 4.69193
H 3.46391 2.58671 3.24560
H 2.51660 0.58457 2.15450
H 2.22264 -0.48531 0.32683
H -0.38920 -1.96121 -0.44080
H -0.24940 -4.35054 -0.57717
H 0.99836 -6.48117 -0.36748
H 3.36687 -6.45670 0.46993
H 4.39021 -4.29854 1.22569
H 3.09380 -2.19084 1.05321
H -0.72962 -0.11611 -1.80467
H -3.08531 -0.21825 -2.46415
H -6.06511 -0.05160 1.00753
H -6.31183 1.60732 0.37451
H -7.15248 0.22103 -0.39558
H -4.98469 0.79104 -2.91086
H -5.40605 -0.90659 -2.56216
H -6.61647 0.38189 -2.29788
H -4.20971 0.94512 1.56986
H -1.82924 1.02529 2.18820
H -0.83525 2.92354 0.76419
H 0.10043 4.92569 1.77606
```


Table of energy relative to the best compared isomer or geometry (same formula, charge and spin) (kcal/mol), in record order: 94.89, 13.64, 7.36, 4.90, 18.19, 50.50